i | {"formula": "C6H18N3", "method": "ωB97M-V with the def2-TZVPD basis set", "lumo_energy_ev": -3.0, "homo_lumo_gap_ev": 11.41, "total_charge": 1, "symbols": ["C", "C", "C", "C", "H", "H", "H", "H", "H", "H", "H", "H", "H", "H", "C", "C", "N", "N", "N", "H", "H", "H", "H", "H", "H", "H", "H"], "xyz": [[1.311, -0.596, -0.393], [2.094, -0.334, 0.896], [2.151, -0.318, -1.674], [0.895, -2.079, -0.365], [0.402, -0.010, -0.434], [2.172, 0.697, 1.270], [3.151, -0.588, 0.888], [2.087, -1.193, -2.322], [1.743, 0.516, -2.237], [3.194, -0.116, -1.438], [0.634, -2.397, -1.375], [1.714, -2.723, -0.037], [0.047, -2.287, 0.294], [1.609, -0.935, 1.674], [-1.907, 2.122, -0.900], [-1.793, 0.488, 0.931], [-2.422, 1.004, -0.131], [-0.771, 1.133, 1.459], [-2.193, -0.695, 1.433], [-3.311, 0.587, -0.359], [-0.479, 2.034, 1.111], [-0.450, 0.947, 2.397], [-3.006, -1.135, 1.021], [-1.480, -1.361, 1.709], [-2.296, 2.060, -1.913], [-0.824, 2.098, -0.963], [-2.273, 3.081, -0.541]]}


ii | {"formula": "C6H18N3", "method": "ωB97M-V with the def2-TZVPD basis set", "lumo_energy_ev": -3.0, "homo_lumo_gap_ev": 11.26, "total_charge": 1, "symbols": ["C", "C", "C", "N", "N", "N", "H", "H", "H", "H", "H", "H", "H", "H", "H", "H", "C", "C", "C", "H", "H", "H", "H", "H", "H", "H", "H"], "xyz": [[1.767, -0.192, 0.524], [2.623, 0.167, 1.737], [1.266, 1.612, -1.177], [1.119, 1.034, -0.002], [2.095, 1.127, -2.109], [0.577, 2.738, -1.436], [2.304, -0.624, -0.317], [0.985, -0.875, 0.802], [3.275, -0.647, 1.996], [1.943, 0.334, 2.568], [0.432, 1.481, 0.587], [2.730, 0.394, -1.848], [2.390, 1.768, -2.832], [-0.195, 2.945, -0.822], [0.442, 3.016, -2.395], [3.223, 1.052, 1.590], [-2.046, -1.470, 0.768], [-2.310, -2.553, -0.294], [-2.814, -0.172, 0.509], [-2.372, -1.853, 1.734], [-0.989, -1.228, 0.744], [-2.802, -3.423, 0.149], [-2.429, 0.432, -0.313], [-3.865, -0.406, 0.305], [-1.401, -2.861, -0.795], [-3.030, -2.263, -1.067], [-2.919, 0.467, 1.396]]}


Taking the most stable structure as the zero point, the relative energies in hartree are i 0.0089; ii 0.0000.